<A>
Computed, not measured: a 40-piece molecular cluster, H80O40 overall, with ωB97M-V with the def2-TZVPD basis set.

gap between HOMO and LUMO: 9.93 eV

```
120
H80O40 | the OMol25 dataset | ωB97M-V with the def2-TZVPD basis set
H -4.53 0.39 -2.78
H -5.96 0.12 -2.20
O -5.47 0.33 -2.99
H 0.84 -5.25 1.88
H -0.58 -5.52 2.04
O 0.05 -5.23 1.33
H 2.46 -0.48 4.29
H 2.60 -1.25 5.62
O 2.09 -1.23 4.80
H -3.39 3.40 -3.59
H -4.77 3.53 -2.89
O -3.82 3.62 -2.77
H 2.30 0.85 -3.06
H 1.30 0.21 -1.90
O 1.73 0.95 -2.32
H 1.92 1.41 2.84
O 2.59 1.02 3.43
H -2.88 2.03 1.24
O -2.45 1.82 2.08
H -1.64 -3.59 -1.46
H -0.89 -2.50 -2.06
O -0.91 -2.99 -1.25
H -3.78 0.20 5.25
H -2.69 -0.67 5.73
O -2.82 0.19 5.31
H -6.30 0.39 -0.43
H -5.34 1.42 0.11
O -6.27 1.30 -0.14
H -1.25 5.00 0.70
H -2.15 3.85 1.10
O -1.86 4.35 0.33
H -0.32 1.28 -3.14
O -0.61 0.35 -3.20
H -2.26 2.82 -0.54
H -2.24 1.42 -1.29
O -2.52 1.88 -0.50
H -1.17 -4.81 4.31
H -2.10 -4.68 3.28
O -1.50 -5.39 3.60
H 3.47 2.26 -5.25
H 2.13 2.42 -4.48
O 2.72 1.78 -4.90
H 0.19 -0.04 2.10
H -1.28 -0.27 2.37
O -0.39 -0.54 2.69
H -1.01 -5.34 -3.77
H -2.08 -4.64 -4.39
O -1.41 -4.46 -3.72
H 0.49 1.42 4.56
H -0.71 1.50 3.75
O -0.01 2.08 4.06
H 0.61 2.28 2.15
O 1.12 1.85 1.46
H -1.70 -3.59 0.47
H -1.91 -3.25 1.92
O -2.39 -3.32 1.10
H -0.97 -0.37 0.07
O -0.29 0.05 -0.45
H 4.40 2.72 -0.76
H 5.01 2.72 -2.08
O 4.14 2.63 -1.68
H -1.35 -2.27 3.58
H -2.43 -1.25 3.83
O -2.17 -2.14 4.08
H 0.18 5.16 -4.57
H 1.14 4.09 -3.89
O 0.86 4.52 -4.71
H -2.75 -0.20 0.52
H -2.73 -1.68 1.05
O -2.86 -0.74 1.31
H -0.94 4.26 -1.82
H -0.85 5.72 -2.49
O -0.47 4.85 -2.42
H 4.74 -3.07 -1.37
H 5.75 -2.01 -1.60
O 4.80 -2.11 -1.50
H 1.72 3.22 -1.09
H 2.70 3.59 -1.86
O 1.70 3.62 -1.98
H 6.20 -0.32 -0.48
H 4.88 -0.09 -1.38
O 5.71 0.25 -1.05
H -1.89 2.01 -6.11
H -1.40 0.81 -5.25
O -2.07 1.49 -5.33
H -5.41 -2.07 0.59
H -6.61 -1.84 1.50
O -6.29 -1.67 0.61
H 3.13 -4.48 -3.66
O 3.82 -3.84 -3.49
H -0.82 5.12 4.22
H -1.52 3.89 4.39
O -1.62 4.71 3.87
H 0.67 1.27 0.85
H 3.47 1.37 3.26
H -0.48 0.49 -1.28
H -3.08 1.41 2.66
H -1.43 0.50 -3.70
H 3.44 -2.96 -3.55
O 4.29 -0.80 1.90
H 3.97 -1.69 1.78
H 3.42 -0.38 1.91
O 0.30 -2.71 5.90
H -0.15 -2.37 6.68
H 0.38 -1.98 5.27
O 0.00 -6.45 -1.72
H 0.43 -5.66 -2.08
H -0.02 -6.30 -0.77
O 2.30 -3.84 4.34
H 1.78 -3.89 5.14
H 3.23 -4.02 4.47
O 1.86 -2.93 -1.44
H 1.78 -2.00 -1.21
H 2.22 -3.29 -0.63
O 4.89 0.74 -3.77
H 4.64 1.65 -3.92
H 5.61 0.60 -3.14
O 2.85 5.92 -2.26
H 2.10 5.63 -2.77
H 2.83 5.73 -1.35
```


<B>
Computed, not measured: a 40-piece molecular cluster, H80O40 overall, with ωB97M-V with the def2-TZVPD basis set.

gap between HOMO and LUMO: 9.60 eV

```
120
H80O40 | the OMol25 dataset | ωB97M-V with the def2-TZVPD basis set
H 4.49 0.44 3.57
H 4.58 1.58 2.54
O 4.41 1.41 3.49
H 1.76 0.93 -0.16
H 2.21 0.94 1.31
O 2.28 1.48 0.44
H -3.81 0.14 -5.26
H -2.21 0.29 -5.02
O -3.11 -0.11 -4.74
H 2.11 -0.16 -2.82
H 3.31 0.34 -2.15
O 2.40 0.68 -2.40
H -0.59 0.87 0.41
H -1.24 1.72 1.40
O -0.39 1.64 0.98
H 3.15 2.02 -5.74
O 2.53 2.52 -5.32
H 2.94 -4.02 -0.22
O 3.60 -3.46 0.17
H -2.78 -4.30 -2.16
H -2.59 -4.93 -3.57
O -2.44 -4.13 -3.01
H 3.85 -1.19 1.42
H 2.39 -1.67 1.38
O 3.02 -1.08 0.94
H 0.23 -2.36 3.57
H 0.44 -1.50 4.75
O 0.25 -1.29 3.78
H 0.64 -4.68 0.93
H 1.15 -5.89 0.39
O 0.74 -5.09 0.16
H 4.53 0.91 0.51
O 5.27 0.60 1.13
H 0.98 0.98 1.74
H 0.93 1.69 3.01
O 0.98 0.79 2.75
H 0.17 6.21 2.07
H 0.39 4.70 2.49
O -0.17 5.34 1.97
H -4.12 -3.26 1.61
H -3.62 -1.92 1.84
O -4.28 -2.33 1.29
H -1.77 2.72 -3.29
H -2.78 3.46 -2.48
O -2.47 3.30 -3.37
H -1.37 -5.48 0.46
H -1.54 -4.66 1.83
O -1.91 -5.33 1.28
H -4.46 0.24 -0.82
H -5.60 1.16 -0.36
O -4.82 0.77 0.03
H -5.70 0.27 2.39
O -5.39 0.56 3.31
H -3.88 3.56 -0.28
H -2.46 3.65 -0.74
O -3.34 4.02 -0.88
H -5.41 -1.86 -0.07
O -5.92 -2.02 -0.90
H 0.74 -1.49 1.57
H 0.75 -2.50 0.21
O 0.54 -1.65 0.57
H -3.41 3.56 2.32
H -2.14 4.31 2.19
O -2.47 3.43 2.17
H 1.31 -4.00 3.52
H 2.06 -4.04 2.18
O 1.18 -3.93 2.56
H 4.30 1.52 -3.92
H 4.47 0.13 -3.96
O 4.63 0.84 -3.36
H 4.20 2.32 -1.63
H 5.61 2.10 -2.32
O 5.04 2.62 -1.77
H -4.95 0.50 -3.29
H -4.26 1.60 -4.01
O -5.11 1.25 -3.83
H -0.04 4.73 -1.90
H -1.31 5.67 -1.94
O -0.53 5.45 -1.47
H 3.66 3.49 2.10
H 2.34 2.85 1.53
O 2.93 2.99 2.29
H 2.91 -2.57 2.68
H 2.89 -1.31 3.64
O 3.20 -2.30 3.49
H 1.77 -3.31 5.28
H 0.08 -3.33 5.22
O 0.91 -3.79 5.32
H 0.97 0.40 5.10
O 1.79 0.10 5.44
H -2.63 -0.47 -1.32
H -1.14 -0.91 -1.48
O -2.01 -1.02 -1.89
H -4.46 0.20 3.32
H 2.09 3.16 -5.82
H -5.72 -3.02 -0.95
H 4.08 -2.76 -0.44
H 6.09 1.00 0.77
H 2.51 0.51 4.88
O -2.50 -1.82 3.89
H -2.22 -1.87 4.81
H -2.14 -1.05 3.37
O -1.67 -2.57 -4.76
H -2.04 -2.37 -3.89
H -2.23 -3.01 -5.35
O -2.94 0.90 2.47
H -3.64 1.40 1.93
H -2.33 1.51 3.01
O 1.47 -2.74 -2.54
H 1.38 -3.12 -1.73
H 0.78 -3.00 -3.15
O -0.38 1.68 -3.18
H 0.18 1.70 -4.03
H -0.36 0.73 -2.94
O 3.47 5.01 -0.11
H 2.85 5.38 0.49
H 3.08 4.56 -0.85
O 0.64 -0.84 -5.32
H 0.19 -1.46 -4.85
H -0.04 -0.56 -5.93
```


<C>
Computed, not measured: a 40-piece molecular cluster, H80O40 overall, with ωB97M-V with the def2-TZVPD basis set.

gap between HOMO and LUMO: 9.68 eV

```
120
H80O40 | the OMol25 dataset | ωB97M-V with the def2-TZVPD basis set
H 0.28 2.90 2.86
H -0.07 1.41 3.60
O 0.08 1.97 2.86
H -0.86 3.01 5.27
H 0.36 2.65 5.54
O -0.48 2.11 5.55
H -0.36 1.29 -2.59
H 0.29 2.51 -3.50
O 0.42 1.84 -2.74
H -5.05 -0.54 -4.17
H -4.05 -0.89 -3.02
O -4.76 -1.23 -3.57
H 2.29 1.41 4.83
H 2.60 0.65 6.03
O 3.13 1.07 5.25
H -4.74 2.17 -1.18
O -5.69 2.60 -1.00
H 1.18 -3.23 4.49
O 2.00 -3.65 4.10
H -2.53 1.22 -0.60
H -1.90 -0.16 -1.11
O -2.20 0.76 -1.37
H 3.78 -1.73 -1.44
H 3.15 -2.86 -2.46
O 3.96 -2.57 -1.88
H 5.32 -0.75 -0.59
H 6.45 0.22 -0.17
O 5.77 0.14 -0.84
H -0.24 -0.93 0.26
H -0.76 -2.11 -0.57
O -1.04 -1.27 -0.19
H 1.38 0.60 0.15
O 1.30 0.03 -0.61
H -0.63 -3.91 -2.14
H -0.26 -4.82 -0.96
O -0.62 -3.98 -1.21
H 2.40 5.70 -2.63
H 0.80 5.83 -3.23
O 1.56 5.39 -2.91
H 0.66 -0.54 -6.60
H 1.00 -2.03 -6.00
O 0.57 -1.46 -6.61
H -2.73 3.66 3.18
H -2.12 2.15 3.36
O -2.15 3.08 3.66
H -4.35 2.82 0.65
H -4.80 1.97 1.84
O -4.03 2.32 1.41
H 1.62 -2.71 -2.71
H 1.65 -1.18 -2.98
O 1.92 -2.04 -3.34
H 1.99 2.64 2.36
O 2.31 2.34 1.45
H -1.27 -1.10 -4.97
H 0.06 -0.41 -4.51
O -0.85 -0.17 -4.93
H -2.95 -5.01 -0.04
O -2.61 -4.34 0.58
H -1.95 1.46 -4.09
H -1.79 3.11 -3.76
O -2.09 2.39 -4.35
H 2.22 -4.96 -2.30
H 1.87 -5.00 -3.71
O 1.44 -4.84 -2.87
H -4.24 1.13 5.34
H -3.54 -0.17 5.91
O -4.17 0.17 5.31
H 3.33 -0.92 0.60
H 4.10 -2.06 1.27
O 4.19 -1.39 0.57
H -2.26 -0.75 3.13
H -1.32 -0.84 2.04
O -1.64 -1.42 2.80
H 1.41 -0.62 1.83
H 0.66 -2.02 1.55
O 1.28 -1.34 1.23
H -3.26 3.52 -2.56
H -3.01 4.96 -3.27
O -2.70 4.28 -2.70
H 1.20 4.31 -4.45
H 0.26 3.20 -5.36
O 0.93 3.41 -4.71
H 0.59 2.87 -0.48
H -0.46 3.42 -1.42
O -0.07 3.61 -0.54
H 2.47 0.98 -4.81
H 1.28 0.91 -3.69
O 1.87 0.40 -4.32
H 2.70 -0.42 4.36
O 1.93 -1.03 4.21
H 1.98 -3.29 0.82
H 2.52 -4.51 0.37
O 1.70 -4.22 0.76
H 1.53 2.39 0.89
H -6.38 1.94 -1.22
H -1.89 -3.74 0.38
H 1.68 -4.22 3.40
H 0.81 0.58 -1.25
H 2.39 -1.83 3.67
O -4.45 -4.32 2.32
H -3.50 -4.35 2.16
H -4.60 -3.39 2.56
O 2.46 3.74 4.53
H 3.26 3.19 4.36
H 2.87 4.60 4.31
O -1.32 -2.47 5.21
H -1.13 -3.19 4.65
H -2.15 -1.92 4.90
O 4.18 0.57 -3.61
H 4.79 0.38 -2.92
H 3.37 -0.04 -3.45
O -0.96 -4.25 2.77
H -0.84 -4.22 1.80
H -1.25 -5.19 2.73
O 3.65 4.56 -0.22
H 3.49 3.70 0.11
H 4.08 4.48 -1.10
O -4.69 -1.09 0.33
H -4.03 -1.14 -0.38
H -5.01 -1.99 0.43
```


<D>
Computed, not measured: a 40-piece molecular cluster, H80O40 overall, with ωB97M-V with the def2-TZVPD basis set.

gap between HOMO and LUMO: 9.15 eV

```
120
H80O40 | the OMol25 dataset | ωB97M-V with the def2-TZVPD basis set
H 1.27 -5.18 -1.87
H 1.85 -3.99 -2.28
O 1.98 -4.94 -2.27
H -1.86 5.75 -0.83
H -1.29 4.02 -1.22
O -1.45 4.79 -0.56
H -2.01 -0.42 -3.80
H -2.57 -1.66 -3.64
O -2.30 -1.19 -4.33
H -0.83 3.68 2.04
H 0.33 2.66 1.74
O -0.29 3.20 1.30
H -3.26 -1.95 0.61
H -3.74 -0.49 0.80
O -3.14 -1.10 1.22
H -0.84 0.98 -4.59
O -0.21 0.90 -3.94
H 2.68 -0.91 1.01
O 3.36 -0.38 1.31
H 0.04 -4.14 3.40
H -0.50 -5.51 2.98
O 0.25 -4.93 3.02
H 4.29 4.43 -1.41
H 4.89 3.50 -0.04
O 4.99 4.14 -0.79
H -3.21 0.94 3.28
H -1.89 1.02 4.22
O -2.79 0.99 4.22
H 5.19 0.57 4.69
H 3.82 0.72 3.83
O 4.22 0.65 4.59
H -5.59 0.72 1.09
O -5.16 0.45 0.29
H -1.11 -1.07 -1.14
H -1.11 -2.63 -0.95
O -1.73 -1.81 -0.96
H 2.23 -2.16 -0.67
H 0.98 -1.67 0.13
O 1.80 -2.12 0.31
H -0.76 -5.92 -0.14
H 0.70 -5.35 0.38
O 0.15 -5.37 -0.41
H 2.16 4.70 0.71
H 1.25 6.06 0.64
O 1.80 5.49 1.19
H 3.93 2.45 -4.14
H 3.00 1.66 -5.02
O 3.00 2.23 -4.20
H -2.45 2.65 -4.77
H -1.16 3.44 -4.74
O -1.72 3.08 -5.36
H 4.87 1.10 0.31
O 4.53 0.76 -0.56
H 3.27 -3.57 2.40
H 3.95 -4.45 1.25
O 3.80 -4.27 2.26
H 3.81 -1.68 -2.11
O 2.86 -1.44 -1.90
H 1.99 -1.33 -3.35
H 0.64 -1.04 -3.80
O 1.14 -1.76 -3.70
H 1.85 1.66 2.19
H 2.39 2.93 2.10
O 2.41 2.23 2.73
H -1.58 -1.51 2.83
H -0.99 -1.87 1.33
O -0.89 -2.04 2.33
H -5.66 -0.91 -3.09
H -5.45 -0.43 -1.59
O -5.92 -0.73 -2.35
H -1.80 -6.12 1.46
H -2.31 -4.86 1.07
O -2.13 -5.74 0.64
H 1.18 1.28 -0.59
H 2.05 1.28 -1.82
O 2.05 1.65 -0.94
H 1.24 3.40 -4.05
H 1.44 3.08 -2.60
O 0.84 3.03 -3.23
H 0.81 5.58 -1.02
H 0.22 6.66 -1.25
O 1.09 6.53 -0.99
H 0.94 1.35 4.63
H 1.20 0.82 6.03
O 0.82 1.53 5.50
H 5.19 -0.58 0.04
H 4.96 -1.84 0.70
O 5.60 -1.28 0.58
H -3.57 5.04 0.70
O -3.79 4.23 0.22
H -2.67 1.80 -1.53
H -4.03 0.91 -2.11
O -2.99 0.99 -1.77
H 3.54 0.66 -0.36
H 0.41 1.49 -3.89
H 3.05 -0.48 -1.56
H 3.73 -0.44 2.07
H -5.22 -0.53 0.47
H -3.46 4.27 -0.69
O -2.64 -4.04 2.69
H -3.36 -4.53 2.74
H -2.84 -3.38 1.98
O -0.03 -0.17 0.41
H 0.34 -0.66 1.21
H -0.83 0.48 0.70
O 1.00 -0.52 3.79
H 0.90 -1.38 3.40
H 1.32 -0.58 4.73
O 2.42 -0.22 -5.65
H 2.83 -1.06 -5.36
H 1.50 -0.22 -5.27
O -5.01 -1.27 3.33
H -4.90 -0.60 3.95
H -4.34 -1.29 2.75
O -4.91 -3.28 0.88
H -4.68 -4.10 0.36
H -5.58 -3.25 1.62
O -2.41 1.59 1.25
H -2.64 2.39 0.69
H -2.88 0.79 1.07
```


Stability, descending: <A>, <C>, <B>, <D>